Computed, not measured: a single C3H6F2OP2 molecule in a non-equilibrium geometry, with wB97M-V/def2-TZVPD.

The calculation puts the HOMO energy at -0.375 Ha. The value obtained for the LUMO energy is 0.7000 eV. As for the SMILES: FC[C@]1(P)O[C@]1(F)P. Its gap between HOMO and LUMO is 0.400 hartree. For the energy relative to the best compared isomer or geometry (same formula, charge and spin), the calculation gives 74.02 kJ/mol. For the maximum force, the calculation gives 3.4 eV Å⁻¹.

CARTESIAN COORDINATES (ANGSTROEM)
C  0.4749  0.0031  -0.4007
C  -0.5900  -1.0229  -0.4603
C  0.2195  1.4391  -0.1255
O  -0.0764  -0.5226  -1.5733
F  -0.0542  -2.3391  -0.0042
F  -1.1011  1.7974  -0.2129
P  2.1499  -0.6815  -0.1343
P  -2.4387  -0.6543  -0.0330
H  0.8752  1.9163  -0.8789
H  0.4230  1.7616  0.9564
H  1.9957  -0.4615  1.3183
H  2.7713  0.7453  -0.2686
H  -2.0967  -0.0949  1.2319
H  -2.5523  -1.8859  0.5853

Cartesian forces (eV/Å) of the 6 atoms listed first:
-0.22 -0.90 1.38
-0.27 -0.82 3.12
0.96 0.79 1.69
-0.29 -0.42 -3.33
-1.31 1.83 -1.22
-0.64 0.13 -1.07

***

Computed, not measured: a 2-piece molecular cluster, C3H6F2OS overall in a non-equilibrium geometry, with wB97M-V/def2-TZVPD.

The calculation puts the HOMO energy at -0.358 Ha. The value obtained for the LUMO energy is 0.5375 eV. Its gap between HOMO and LUMO is 0.377 hartree. For the energy relative to the best compared isomer or geometry (same formula, charge and spin), the calculation gives 252.66 kJ/mol. For the maximum force, the calculation gives 5.3 eV Å⁻¹.

CARTESIAN COORDINATES (ANGSTROEM)
C  2.5371  0.6553  -0.6878
C  -2.9881  -0.2990  0.3318
C  1.1514  0.5791  -0.0194
O  2.4148  -1.8084  0.5105
F  1.0880  0.8613  1.2621
F  0.1383  1.1415  -0.6571
S  1.8344  -1.1027  -0.6072
H  3.3836  0.9874  -0.1610
H  2.4287  0.7099  -1.7179
H  -2.1438  0.3128  0.2828
H  -2.5887  -1.3192  0.7308
H  -3.7605  -0.6305  -0.5058
H  -3.4952  -0.0876  1.2382

Cartesian forces (eV/Å) of the 6 atoms listed first:
-3.42 -1.45 1.12
-1.68 -4.97 0.27
2.79 -0.17 -1.65
0.33 -1.31 1.18
-0.01 -0.40 0.67
-0.72 0.09 -0.41

***

Computed, not measured: C3H6F2OSi as an isolated structure in a non-equilibrium geometry, with wB97M-V/def2-TZVPD.

The calculation puts the HOMO energy at -0.416 Ha. The value obtained for the LUMO energy is 0.5083 eV. Its gap between HOMO and LUMO is 0.434 hartree. For the energy relative to the best compared isomer or geometry (same formula, charge and spin), the calculation gives 243.53 kJ/mol. For the maximum force, the calculation gives 4.6 eV Å⁻¹.

CARTESIAN COORDINATES (ANGSTROEM)
C  1.5902  1.2563  0.5962
C  1.5316  0.0012  0.1908
C  -1.8897  0.1360  -0.7335
O  -1.3784  -0.4171  0.4905
F  0.2721  -2.4976  -0.9995
F  0.0772  -1.5408  2.1718
Si  0.0508  -1.0020  0.6749
H  2.4032  1.8542  0.0892
H  0.8300  1.7073  1.3181
H  2.3674  -0.3605  -0.4251
H  -1.5945  -0.3585  -1.6023
H  -1.3086  1.0750  -1.0377
H  -2.9513  0.1464  -0.7333

Cartesian forces (eV/Å) of the 6 atoms listed first:
-0.03 1.53 -0.05
-0.05 -1.00 0.14
1.98 1.85 -0.21
-1.78 0.76 -0.93
-0.51 2.65 3.31
0.16 -0.20 -0.77

***

Computed, not measured: a single C3H6F2S molecule in a non-equilibrium geometry, with wB97M-V/def2-TZVPD.

The calculation puts the HOMO energy at -0.332 Ha. The value obtained for the LUMO energy is 0.8846 eV. As for the SMILES: FC(F)CCS. Its gap between HOMO and LUMO is 0.364 hartree. For the energy relative to the best compared isomer or geometry (same formula, charge and spin), the calculation gives 310.83 kJ/mol. For the maximum force, the calculation gives 5.6 eV Å⁻¹.

CARTESIAN COORDINATES (ANGSTROEM)
C  -0.8420  0.3768  0.5310
C  0.4819  0.8849  -0.1209
C  1.0911  -0.5522  -0.5011
H  -1.8502  -1.5767  0.0055
H  -1.6995  1.1600  0.7414
H  -0.6033  -0.2483  1.5073
H  1.2026  1.4481  0.6597
H  0.6276  1.5747  -0.9215
H  0.9817  -0.7480  -1.6255
F  2.5393  -0.3890  -0.2421
F  0.2783  -1.5143  0.3934
S  -2.2075  -0.4159  -0.4274

Cartesian forces (eV/Å) of the 6 atoms listed first:
-3.28 3.28 2.07
1.46 -2.44 2.69
0.53 2.47 0.81
-0.06 -1.66 -0.06
2.98 -0.06 0.71
-0.94 2.06 -2.16

***

Computed, not measured: a 2-piece molecular cluster, C3H6F3N overall in a non-equilibrium geometry, with wB97M-V/def2-TZVPD.

The calculation puts the HOMO energy (spin up / spin down) at -0.216 / -0.439 Ha. The value obtained for the LUMO energy (spin up / spin down) is 1.0992 / -1.9615 eV. Its expectation value of S² is 2.007. Its spin multiplicity is 3. Its gap between HOMO and LUMO (spin up / spin down) is 0.257 / 0.367 hartree. For the energy relative to the best compared isomer or geometry (same formula, charge and spin), the calculation gives 71.29 kJ/mol. For the maximum force, the calculation gives 5.3 eV Å⁻¹.

CARTESIAN COORDINATES (ANGSTROEM)
C  0.9385  0.0680  -0.9402
C  -1.0883  -0.0050  0.6654
C  -0.5252  -0.1076  -0.7096
N  -0.7245  -2.0716  -1.1826
F  -1.2856  0.4629  -1.6496
F  -1.5045  -2.5797  -0.1737
F  -1.5714  -2.0221  -2.2485
H  1.1743  -0.1005  -1.9884
H  1.2282  1.0867  -0.6789
H  1.4987  -0.6316  -0.3271
H  -2.0995  -0.4099  0.7065
H  -0.4581  -0.5443  1.3663
H  -1.1386  1.0457  0.9594

Cartesian forces (eV/Å) of the 6 atoms listed first:
-0.74 0.00 -0.06
-0.12 0.02 -0.57
1.78 4.44 2.37
-1.81 -4.79 -1.25
-0.67 0.45 -0.75
0.51 -0.01 -0.88

***

Computed, not measured: C3H6F3OTm as an isolated structure in a non-equilibrium geometry, with wB97M-V/def2-TZVPD.

The calculation puts the HOMO energy (spin up / spin down) at -0.410 / -0.471 Ha. The value obtained for the LUMO energy (spin up / spin down) is -3.9698 / -6.5354 eV. The net charge is +1. Its expectation value of S² is 3.768. Its spin multiplicity is 4. Its gap between HOMO and LUMO (spin up / spin down) is 0.264 / 0.231 hartree. For the energy relative to the best compared isomer or geometry (same formula, charge and spin), the calculation gives 116.97 kJ/mol. For the maximum force, the calculation gives 3.5 eV Å⁻¹.

CARTESIAN COORDINATES (ANGSTROEM)
H  2.0089  1.5426  -1.0294
C  2.0471  0.8048  -1.8469
F  0.8913  0.1657  -2.4530
F  2.7413  1.3732  -2.8492
F  2.7602  -0.2567  -1.4349
Tm  -0.0623  -3.1060  0.8244
C  -2.3318  0.0397  0.9927
O  -1.0524  0.4071  0.5714
C  -0.0071  -0.4476  1.0374
H  -3.0523  0.7444  0.5565
H  -2.5974  -0.9782  0.6468
H  -2.4172  0.0823  2.0929
H  1.0023  -0.1077  0.7598
H  0.0694  -0.2637  2.1315

Cartesian forces (eV/Å) of the 6 atoms listed first:
-1.31 -0.40 -0.33
0.23 -1.70 -2.50
1.89 2.22 1.87
-0.82 -0.22 0.52
-0.03 0.09 0.48
-0.04 0.76 -0.05

***

Computed, not measured: a 2-piece molecular cluster, C3H6FN overall in a non-equilibrium geometry, with wB97M-V/def2-TZVPD.

The calculation puts the HOMO energy (spin up / spin down) at -0.335 / -0.335 Ha. The value obtained for the LUMO energy (spin up / spin down) is -0.2587 / -0.2592 eV. Its gap between HOMO and LUMO (spin up / spin down) is 0.326 / 0.325 hartree. For the energy relative to the best compared isomer or geometry (same formula, charge and spin), the calculation gives 214.29 kJ/mol. For the maximum force, the calculation gives 3.5 eV Å⁻¹.

CARTESIAN COORDINATES (ANGSTROEM)
C  -1.8874  -0.2199  0.0547
C  1.2511  -0.4647  -0.1051
C  0.8012  0.9241  0.0640
N  -1.4987  0.9438  0.0128
F  -3.2012  -0.5327  0.0571
H  -1.3087  -1.1539  0.0985
H  2.3457  -0.4703  -0.0794
H  0.9079  -1.1102  0.7020
H  0.9422  -0.8740  -1.0646
H  0.8362  1.5874  -0.7793
H  0.8118  1.3702  1.0393

Cartesian forces (eV/Å) of the 6 atoms listed first:
0.79 -0.84 0.07
0.03 -0.09 0.01
-3.52 -0.33 -0.17
2.93 0.77 0.04
-0.47 0.00 -0.02
-0.12 0.16 -0.02

***

Computed, not measured: a single C3H6FN3 molecule in a non-equilibrium geometry, with wB97M-V/def2-TZVPD.

The calculation puts the HOMO energy at -0.291 Ha. The value obtained for the LUMO energy is 0.9384 eV. As for the SMILES: N/C=C(F)\C=N/N. Its gap between HOMO and LUMO is 0.326 hartree. For the energy relative to the best compared isomer or geometry (same formula, charge and spin), the calculation gives 134.59 kJ/mol. For the maximum force, the calculation gives 2.5 eV Å⁻¹.

CARTESIAN COORDINATES (ANGSTROEM)
C  -0.7435  -1.0004  0.6197
C  -0.6763  0.3237  0.9785
C  -0.2971  1.4581  0.1709
H  0.0550  -1.0184  -1.2511
H  -0.4202  -2.5287  -0.6512
H  -1.1924  -1.6779  1.3629
H  -0.8940  2.4415  0.3497
H  2.2266  0.8415  -1.4367
H  1.7074  0.1170  0.0059
N  -0.4947  -1.5417  -0.6157
N  0.5248  1.5011  -0.8128
N  1.4275  0.4799  -0.9234
F  -1.2232  0.6041  2.2033

Cartesian forces (eV/Å) of the 6 atoms listed first:
-0.41 0.93 0.34
0.21 -1.69 -0.16
-1.60 1.86 -0.14
0.70 0.44 -0.64
0.10 -0.64 -0.12
0.36 0.35 -0.39

***

Computed, not measured: a single C3H6FNS molecule in a non-equilibrium geometry, with wB97M-V/def2-TZVPD.

The calculation puts the HOMO energy at -0.322 Ha. The value obtained for the LUMO energy is 0.7210 eV. As for the SMILES: C=NSCCF. Its gap between HOMO and LUMO is 0.348 hartree. For the energy relative to the best compared isomer or geometry (same formula, charge and spin), the calculation gives 186.44 kJ/mol. For the maximum force, the calculation gives 2.9 eV Å⁻¹.

CARTESIAN COORDINATES (ANGSTROEM)
C  1.5235  -0.4260  -0.3212
C  0.7938  0.6690  0.5475
C  -2.4908  -0.9707  0.2252
H  1.0650  -1.3757  -0.1923
H  1.5968  -0.0053  -1.3682
H  0.5554  0.4864  1.6512
H  1.2183  1.6446  0.5133
H  -3.2718  -0.2678  0.3366
H  -2.7046  -1.9769  0.3636
N  -1.3082  -0.6744  -0.1806
F  2.8533  -0.5304  0.0769
S  -0.8713  0.9597  -0.2151

Cartesian forces (eV/Å) of the 6 atoms listed first:
0.61 2.87 0.14
-1.64 -1.11 0.34
2.12 1.07 -1.42
-0.42 -0.63 -0.33
-0.62 -0.88 0.96
0.77 -0.43 -1.57

***

Computed, not measured: C3H6GaNO4S as an isolated structure in a non-equilibrium geometry, with wB97M-V/def2-TZVPD.

The calculation puts the HOMO energy (spin up / spin down) at -0.518 / -0.576 Ha. The value obtained for the LUMO energy (spin up / spin down) is -5.2960 / -7.1118 eV. The net charge is +1. Its expectation value of S² is 0.755. Its spin multiplicity is 2. Its gap between HOMO and LUMO (spin up / spin down) is 0.324 / 0.315 hartree. For the energy relative to the best compared isomer or geometry (same formula, charge and spin), the calculation gives 0.00 kJ/mol. For the maximum force, the calculation gives 4.6 eV Å⁻¹.

CARTESIAN COORDINATES (ANGSTROEM)
O  0.8633  0.5710  1.4829
C  1.4691  1.5237  0.6924
C  0.6763  1.8521  -0.5712
O  0.5319  0.6917  -1.3912
C  -0.5310  -0.0931  -1.1791
Ga  0.0140  -0.8360  0.9147
H  2.4881  1.2168  0.3805
H  1.5849  2.4860  1.2305
H  1.2079  2.5966  -1.1772
H  -0.3232  2.2347  -0.3109
H  -0.5916  -0.9393  -1.8679
H  -1.4598  0.4009  -0.8592
N  -0.0114  -2.7398  0.8387
S  -1.4641  -2.9832  0.7370
O  -2.1114  -4.1962  0.2515
O  -2.3428  -1.7859  0.8284

Cartesian forces (eV/Å) of the 6 atoms listed first:
-0.44 -0.62 1.12
1.19 1.14 -1.21
-0.42 0.78 0.06
-0.10 -0.51 -0.10
0.12 0.22 0.52
-0.15 -0.82 -1.15

***

Computed, not measured: C3H6HgMgO5 as an isolated structure in a non-equilibrium geometry, with wB97M-V/def2-TZVPD.

The calculation puts the HOMO energy (spin up / spin down) at -0.113 / -0.177 Ha. The value obtained for the LUMO energy (spin up / spin down) is 2.8346 / 1.8738 eV. The net charge is -1. Its expectation value of S² is 0.757. Its spin multiplicity is 2. Its gap between HOMO and LUMO (spin up / spin down) is 0.217 / 0.246 hartree. For the energy relative to the best compared isomer or geometry (same formula, charge and spin), the calculation gives 0.00 kJ/mol. For the maximum force, the calculation gives 3.9 eV Å⁻¹.

CARTESIAN COORDINATES (ANGSTROEM)
H  -0.4589  2.9220  -0.7665
C  -1.0924  2.0145  -0.8602
C  -0.3790  0.8626  -0.1631
O  -0.4297  0.8692  1.2425
Mg  -0.8636  0.0915  -3.1459
O  -1.3395  1.6897  -2.1851
H  -2.0252  2.2184  -0.2928
H  0.6783  0.8559  -0.4984
H  -0.8800  -0.0641  -0.5080
C  1.0093  -1.9166  1.3402
O  1.4203  -2.3425  0.2216
O  1.9692  -1.5804  2.2562
H  2.4799  -0.8441  1.9010
Hg  0.8298  -2.6084  -1.9286
O  -0.1409  -2.0976  1.8224
H  -0.7776  -0.0700  1.5649

Cartesian forces (eV/Å) of the 6 atoms listed first:
-0.24 -0.14 -0.09
-0.14 0.21 0.47
-0.02 -0.73 -0.17
-1.08 -2.25 1.32
-0.05 0.40 0.40
0.30 -0.53 -0.52

***

Computed, not measured: a single C3H6I2O molecule in a non-equilibrium geometry, with wB97M-V/def2-TZVPD.

The calculation puts the HOMO energy at -0.350 Ha. The value obtained for the LUMO energy is -0.0234 eV. As for the SMILES: C[C@@](O)(I)CI. Its gap between HOMO and LUMO is 0.350 hartree. For the energy relative to the best compared isomer or geometry (same formula, charge and spin), the calculation gives 67.17 kJ/mol. For the maximum force, the calculation gives 5.0 eV Å⁻¹.

CARTESIAN COORDINATES (ANGSTROEM)
C  1.0949  -0.4658  -0.3809
C  -0.5659  0.9318  0.8848
C  -0.3817  -0.2605  -0.0415
O  -1.1358  -0.2271  -1.2083
I  -0.0230  2.7357  -0.1063
I  -0.9868  -2.0759  1.1629
H  1.3110  -1.4977  -0.9921
H  1.7742  -0.5091  0.3999
H  1.4261  0.2692  -1.1826
H  -1.6351  1.0342  1.3443
H  -0.0479  0.9296  1.8854
H  -0.8301  -0.8645  -1.7657

Cartesian forces (eV/Å) of the 6 atoms listed first:
-0.04 -2.02 -4.56
-2.36 0.31 2.13
1.15 -0.73 0.11
-1.48 3.35 3.46
-0.12 0.22 0.07
0.04 0.43 -0.12

***

Q: Among the records above, which one has the lowest maximum force?
A: C3H6FN3

***

Q: Which value of energy relative to the best compared isomer or geometry (same formula, charge and spin) does entry 5 give?
A: 71.29 kJ/mol